{"formula": "C4H8NOS", "method": "ωB97M-V/def2-TZVPD", "e_tot_ev": -18640.940, "e_lumo_ev": -5.07, "gap_ev": 8.25, "multiplicity": 1, "relative_energy_kcal_mol": 53.2, "total_charge": 1, "species": ["C", "N", "C", "O", "C", "C", "S", "H", "H", "H", "H", "H", "H", "H", "H"], "xyz": [[0.20097, 1.57654, 0.21591], [0.41048, 0.17953, 0.67955], [0.84987, -0.85239, -0.30772], [1.87654, -1.58346, 0.14005], [-0.56808, -0.89277, 0.21053], [-1.78294, -0.35338, -0.45360], [-2.93521, 0.58049, 0.17970], [1.21428, 2.01628, 0.14796], [-0.12559, 1.43247, -0.86015], [-0.48030, 2.28246, 0.71461], [0.85427, 0.20178, 1.64799], [0.87519, -0.29294, -1.24601], [2.09817, -2.17300, -0.55098], [-0.82873, -1.59335, 1.01571], [-1.65890, -0.52826, -1.53356]], "forces_ev_per_a": [[1.1, 0.1, -2.8], [-0.1, 1.1, 2.2], [-1.8, 2.2, 0.0], [-0.6, 0.5, 0.8], [0.3, -0.3, 2.5], [0.2, 0.7, -1.4], [0.7, -0.9, -0.1], [-0.5, -0.1, 0.2], [0.2, 0.7, 1.3], [0.1, -1.1, 0.3], [-0.9, -0.9, -1.5], [0.7, -0.7, -0.3], [0.9, -1.4, -1.1], [0.5, 0.1, -0.2], [-0.9, 0.0, 0.1]], "nbo_charge": [-0.44, -0.37, 0.28, -0.64, -0.14, -0.36, 0.26, 0.24, 0.22, 0.27, 0.47, 0.20, 0.51, 0.28, 0.21]}



{"formula": "C4H5NO", "method": "ωB97M-V/def2-TZVPD", "e_tot_ev": -7761.488, "e_lumo_ev": [-0.29, -0.29], "gap_ev": [7.86, 7.86], "multiplicity": 1, "relative_energy_kcal_mol": 116.2, "species": ["N", "C", "C", "C", "C", "O", "H", "H", "H", "H", "H"], "xyz": [[0.30022, -0.56699, 1.48084], [-0.67850, 0.32949, 1.21175], [-0.62215, -0.87459, 0.09377], [-0.00419, -0.32670, -0.96521], [0.54655, 1.03913, -0.62491], [-0.12096, 1.43879, 0.55795], [-0.12433, -1.32224, 2.02584], [-1.20608, -1.78205, 0.12791], [-0.00967, -0.73105, -1.97039], [0.27444, 1.77428, -1.38968], [1.64466, 1.02194, -0.54788]], "forces_ev_per_a": [[-0.1, 0.1, 0.1], [0.2, 0.0, 0.3], [0.0, -0.3, -0.6], [-0.1, -0.1, 0.3], [0.1, -0.1, -0.2], [-0.1, 0.1, 0.1], [0.0, 0.1, -0.1], [0.1, 0.1, 0.0], [0.0, 0.0, 0.1], [0.0, -0.1, 0.1], [-0.1, 0.0, 0.0]], "nbo_charge": [-0.52, 0.27, -0.21, -0.12, -0.12, -0.54, 0.36, 0.24, 0.23, 0.21, 0.20]}



{"formula": "C5H5NO2", "method": "ωB97M-V/def2-TZVPD", "e_tot_ev": -10844.550, "e_lumo_ev": 0.02, "gap_ev": 10.07, "multiplicity": 1, "relative_energy_kcal_mol": 156.0, "species": ["C", "C", "C", "C", "C", "H", "H", "H", "H", "H", "N", "O", "O"], "xyz": [[0.59370, -0.57041, 1.26879], [-0.44903, -1.40680, 0.58616], [-0.08771, -0.37508, -0.54354], [0.38926, 1.69545, -0.79467], [0.24762, 0.68997, 0.38435], [-0.27924, -2.47502, 0.59011], [-1.60590, -1.11431, 0.80900], [0.87212, -0.70740, -0.83670], [0.87822, 2.49633, -0.62607], [-0.85484, 1.10134, 0.59228], [-0.35804, 1.48726, -1.79249], [1.40521, -0.93111, 2.13545], [-0.75137, 0.10978, -1.77266]], "forces_ev_per_a": [[1.7, -0.8, 4.7], [-3.4, 1.9, -0.6], [-0.7, -3.0, -2.6], [-1.4, -4.0, 1.2], [-3.6, 1.7, -1.7], [0.0, 0.0, -0.5], [2.8, -0.9, 0.3], [1.3, -0.6, -1.3], [2.9, 6.0, 0.4], [2.0, -1.0, 1.2], [0.8, -1.3, -0.5], [-2.2, 1.9, -3.1], [-0.2, 0.3, 2.4]], "nbo_charge": [0.61, -0.50, 0.08, 0.06, -0.43, 0.25, 0.25, 0.16, 0.19, 0.23, -0.07, -0.48, -0.35]}



{"formula": "C8H8N2O3S", "method": "ωB97M-V/def2-TZVPD", "e_tot_ev": -28376.833, "e_lumo_ev": -0.46, "gap_ev": 7.86, "multiplicity": 1, "relative_energy_kcal_mol": 142.5, "species": ["C", "C", "C", "C", "C", "C", "C", "C", "N", "N", "O", "O", "O", "S", "H", "H", "H", "H", "H", "H", "H", "H"], "xyz": [[3.30721, -0.06750, -0.26759], [2.59627, -1.28990, -0.34026], [-2.05988, 1.16561, -0.44288], [-2.97610, 0.79291, 0.72775], [2.52417, 0.86629, 0.40126], [1.27762, -0.98771, -0.01841], [-1.59587, -0.12056, -0.97392], [-2.89143, -0.53172, 0.91425], [1.29113, 0.30389, 0.47574], [-2.15144, -1.10617, -0.24528], [0.26192, 2.25953, -1.14287], [0.27365, 1.01673, 1.04283], [-2.19543, -2.36985, -0.45449], [-0.58857, 2.19120, 0.07760], [4.34913, -0.13386, -0.47166], [2.92382, -2.20158, -0.74582], [-2.53548, 1.83854, -1.22877], [-3.38728, 1.50550, 1.49790], [2.77104, 1.69965, 1.07153], [0.28153, -1.45414, -0.01850], [-1.01699, -0.34566, -1.82422], [-3.36714, -1.30991, 1.45276]], "forces_ev_per_a": [[0.2, -0.7, 1.6], [-2.4, 1.7, -0.7], [-0.5, 0.8, -0.1], [0.8, 0.2, 1.5], [1.0, -0.3, -0.3], [-0.9, 0.2, 0.8], [-1.8, -1.8, 1.6], [0.4, 0.6, -2.8], [0.2, 0.4, -0.4], [-0.1, 0.5, -0.5], [-1.5, 0.4, 1.1], [-1.2, -0.2, 0.8], [0.6, 1.6, 0.3], [2.2, -1.0, -1.5], [0.7, 0.9, 0.1], [0.4, -0.9, -0.4], [0.5, -0.8, 0.9], [0.3, -0.8, -1.3], [-0.2, -0.1, -1.0], [1.1, -0.3, -0.1], [0.4, -0.1, -0.8], [-0.3, -0.1, 1.0]], "nbo_charge": [-0.29, -0.28, -0.51, -0.21, -0.08, -0.09, -0.06, -0.03, -0.05, 0.11, -0.89, -0.53, -0.50, 1.48, 0.22, 0.22, 0.28, 0.25, 0.23, 0.23, 0.25, 0.25]}